Record 1
Computed, not measured: a structure of composition C17H17BaCl at a distorted geometry, with the ωB97M-V functional and the def2-TZVPD basis.

```
36
Properties=species:S:1:pos:R:3:forces:R:3
C 2.414 0.653 1.912 -0.190 0.059 -0.163
C 2.538 0.821 0.501 0.179 -0.463 0.249
C 2.324 -0.445 -0.110 0.079 0.219 0.596
H 2.806 1.743 -0.022 -0.120 -0.345 0.235
C 1.995 -1.378 0.903 0.141 0.479 0.225
C 2.024 -0.696 2.160 0.336 -0.162 -0.206
H 1.895 -1.159 3.143 0.082 0.111 -0.276
H 2.656 1.405 2.673 -0.189 -0.210 -0.251
H 2.463 -0.671 -1.165 -0.355 0.155 0.325
H 1.837 -2.449 0.752 -0.145 0.420 0.078
Ba -0.594 0.995 2.024 0.264 -1.003 -0.996
Cl -1.071 3.520 1.058 -0.111 0.791 0.004
C -2.096 0.021 -2.564 1.009 -0.302 0.031
C -1.487 -1.258 -2.350 0.427 0.707 -0.088
C -0.068 -1.106 -2.483 -0.838 0.465 -0.389
H -2.015 -2.200 -2.190 0.125 0.248 0.251
C 0.191 0.242 -2.857 -1.134 -0.076 0.109
C -1.062 0.952 -2.879 0.446 -0.957 0.210
H -1.178 2.028 -2.994 -0.003 -0.238 -0.114
H -3.143 0.262 -2.402 0.050 -0.053 -0.157
H 0.682 -1.857 -2.231 -0.224 0.086 -0.337
H 1.151 0.648 -3.164 -0.020 0.053 0.362
C -2.437 -1.352 1.974 -0.338 0.255 0.589
C -3.195 -0.564 2.851 0.779 -0.644 -0.685
C -2.629 -0.002 4.057 0.234 0.289 -0.077
C -3.159 1.171 4.596 -0.764 -0.046 0.095
C -4.434 1.607 4.200 0.281 0.456 0.425
C -5.129 0.896 3.202 0.209 -0.665 -0.278
C -4.530 -0.148 2.512 -0.487 0.676 0.509
H -2.883 -1.735 1.064 0.115 -0.035 0.040
H -1.464 -1.749 2.268 -0.158 -0.076 0.003
H -1.756 -0.492 4.508 -0.124 0.324 -0.255
H -2.594 1.759 5.336 -0.350 -0.474 -0.058
H -4.907 2.467 4.690 0.299 -0.283 -0.282
H -6.164 1.171 2.978 0.325 0.004 -0.068
H -5.037 -0.652 1.681 0.170 0.233 0.344
```
Positions in Å, forces in eV/Å.

Output
- Molecular weight: 394.10 g mol⁻¹
- E: -1143.657783 Ha
- Charge: -2

Record 2
Computed, not measured: a structure of composition C17H17BiClO3S at a distorted geometry, with the ωB97M-V functional and the def2-TZVPD basis.

```
40
Properties=species:S:1:pos:R:3:forces:R:3
C 1.903 -2.669 -0.617 -0.537 0.188 -0.330
C 1.940 -2.897 -2.028 -0.429 0.159 0.141
C 0.593 -3.014 -2.493 0.164 -0.085 0.940
H 2.845 -3.074 -2.616 -0.332 0.243 0.155
C -0.279 -2.866 -1.370 1.000 -0.318 -0.140
C 0.534 -2.647 -0.213 0.087 -0.163 -0.932
H 0.158 -2.563 0.800 0.104 0.147 -0.108
H 2.767 -2.593 0.051 -0.370 0.059 -0.342
H 0.283 -3.259 -3.507 0.074 0.119 0.191
H -1.357 -3.024 -1.383 0.323 0.333 0.026
Bi 0.684 0.135 -1.847 -0.294 -2.051 0.905
Cl 2.710 1.246 -0.934 0.380 0.311 0.348
C 0.466 1.844 -3.704 0.129 -0.541 -0.835
C -0.755 1.266 -4.190 0.895 -0.315 -0.038
C -0.475 -0.040 -4.662 0.588 0.491 0.119
H -1.700 1.795 -4.294 0.156 -0.262 0.394
C 0.911 -0.314 -4.493 0.227 1.458 -0.627
C 1.538 0.890 -3.979 -1.077 -0.397 -1.032
H 2.601 1.098 -3.937 -0.235 -0.160 0.332
H 0.610 2.870 -3.367 -0.059 -0.357 -0.043
H -1.185 -0.698 -5.150 0.037 -0.030 0.385
H 1.435 -1.234 -4.753 -0.259 0.406 0.159
C -0.206 1.516 6.118 0.079 -0.069 0.136
C -0.554 1.299 4.670 0.065 -0.030 -0.398
C -1.272 0.168 4.277 -0.032 0.074 -0.229
C -1.608 -0.045 2.939 0.109 0.440 0.214
C -1.226 0.892 1.974 -0.019 -0.003 0.401
C -0.467 2.000 2.343 -0.188 -0.128 0.290
C -0.138 2.196 3.682 -0.078 -0.137 0.176
S -1.736 0.689 0.275 1.343 -0.188 -0.310
O -1.681 -0.748 0.017 -0.421 1.386 0.081
O -2.987 1.370 0.085 -0.052 -0.051 0.076
O -0.597 1.429 -0.463 -1.274 -0.500 0.630
H -1.101 1.553 6.754 0.146 0.057 -0.168
H 0.417 0.698 6.496 -0.058 0.052 -0.048
H 0.360 2.440 6.248 -0.105 -0.024 0.034
H -1.564 -0.552 5.043 -0.019 0.071 -0.232
H -2.178 -0.919 2.657 0.031 -0.039 -0.125
H -0.147 2.704 1.590 0.034 -0.022 -0.059
H 0.461 3.057 3.979 -0.137 -0.123 -0.140
```
Positions in Å, forces in eV/Å.

Output
- Molecular weight: 545.82 g mol⁻¹
- E: -1956.754900 Ha
- Charge: -1

Record 3
Computed, not measured: a structure of composition C17H17Cl2NO2 at a distorted geometry, with the ωB97M-V functional and the def2-TZVPD basis.

```
39
Properties=species:S:1:pos:R:3:forces:R:3
C 3.277 -4.677 0.614 -8.233 0.317 0.734
H 3.706 -5.493 0.899 1.373 -5.642 2.107
O 1.857 -4.865 0.143 6.529 -5.994 4.155
C 1.213 -3.947 -0.372 1.335 2.485 -1.163
C 0.077 -4.295 -0.881 -6.673 -8.710 -0.312
C -0.877 -3.504 -1.228 -6.333 1.265 -1.963
C -0.453 -2.230 -1.272 -12.403 3.112 -6.141
C 0.679 -1.751 -1.153 6.396 -5.747 2.899
C 1.566 -2.716 -0.612 5.267 6.304 1.143
H 2.606 -2.314 -0.214 -2.074 -0.959 -0.958
H 0.827 -0.823 -1.152 1.849 7.403 -0.551
C -1.634 -1.185 -2.065 9.648 6.036 14.973
H -2.010 -1.452 -2.802 -6.747 -5.242 -11.588
H -1.112 -0.248 -2.319 0.784 -0.501 -0.630
C -2.442 -0.570 -0.921 2.803 -5.037 4.268
N -1.651 -0.060 0.354 -8.637 10.043 -7.085
C -1.527 1.416 0.508 -8.018 -6.284 -6.796
O -2.356 2.087 -0.076 0.323 0.444 -0.844
C -0.811 1.928 1.474 6.980 -4.324 7.099
C -0.256 3.147 1.312 2.210 5.974 -6.445
C 0.572 3.421 -0.030 -6.871 -11.646 8.714
C 0.916 4.537 -0.176 6.240 17.017 -5.507
C 0.544 5.748 0.548 0.356 -1.325 1.180
C -0.152 5.488 1.788 5.329 10.813 -6.024
C -0.696 4.359 1.732 -3.352 -7.909 6.491
Cl -1.529 4.223 3.414 -0.735 -0.515 -0.335
H -0.199 6.475 2.276 -1.067 -1.365 0.844
H 0.824 6.794 0.199 -0.054 -1.774 0.645
H 1.633 4.736 -1.092 -1.464 -0.199 1.639
Cl 1.005 2.126 -0.855 1.382 -3.431 -2.591
H -1.321 1.824 2.423 -0.043 -0.251 0.360
H 0.189 1.145 1.438 -2.192 1.732 0.967
H -1.035 -0.525 0.713 8.790 -7.001 4.695
H -2.894 -1.429 -0.387 -0.849 0.468 -0.639
H -3.090 0.135 -1.169 -2.840 3.080 -0.931
H -2.169 -3.757 -1.539 4.613 0.448 1.061
H -0.394 -5.349 -0.800 1.924 1.016 0.099
H 3.847 -4.395 -0.068 4.534 3.129 -6.734
H 3.271 -4.003 1.345 -0.082 2.770 3.163
```
Positions in Å, forces in eV/Å.

Output
- Molecular weight: 338.23 g mol⁻¹
- E: -1783.042304 Ha

What is the E in the first record? -1143.657783 Ha

Which value of E does entry 2 give? -1956.754900 Ha

What is the molecular weight in the second record? 545.82 g mol⁻¹